Here is one molecule with the formula C6H10O at a distorted geometry from the OMol25 dataset. Energies are from ωB97M-V/def2-TZVPD.

Calculated values
Kohn-Sham gap (alpha / beta): 7.38 / 9.10 eV
HOMO energy (alpha / beta): -7.36 / -8.44 eV

```
! wB97M-V def2-TZVPD RIJCOSX def2/J DEFGRID3
* xyz 0 1
C 1.83 -0.76 -0.40
C 0.65 0.13 -0.24
C -0.53 0.16 -1.09
C -1.52 0.34 0.10
C -1.51 -0.91 0.80
O -0.86 1.50 0.78
C 0.53 1.24 0.74
H 2.34 -0.61 -1.36
H 1.49 -1.81 -0.40
H 2.55 -0.63 0.40
H -0.65 1.07 -1.70
H -0.68 -0.73 -1.70
H -2.52 0.77 -0.09
H -0.81 -1.70 0.56
H -2.32 -1.18 1.48
H 1.02 2.17 0.41
H 0.97 0.96 1.71
*
```



Here is one molecule with the formula C4H12BFOP2S at a distorted geometry from the OMol25 dataset. Energies are from ωB97M-V/def2-TZVPD.

Calculated values
Kohn-Sham gap: 7.28 eV
SMILES string: C[C@H](F)CB([PH2]=S)P(C)O
HOMO energy: -8.41 eV

```
! wB97M-V def2-TZVPD RIJCOSX def2/J DEFGRID3
* xyz 0 1
C 1.31 2.57 -0.03
C 0.43 1.44 -0.90
F 0.17 2.08 -2.25
C -0.97 1.04 -0.16
B -1.15 -0.55 0.20
P -2.54 -1.13 1.45
S -1.55 -2.10 2.87
P -0.07 -1.99 -0.53
C 1.62 -1.78 0.41
O 0.11 -1.66 -2.23
H 2.39 2.59 -0.54
H 0.79 3.62 -0.01
H 1.47 2.09 1.04
H 1.17 0.55 -1.10
H -1.04 1.72 0.82
H -1.87 1.37 -0.85
H -3.33 -0.04 1.95
H -3.31 -2.16 0.76
H 2.01 -2.84 0.73
H 2.39 -1.25 -0.33
H 1.46 -1.07 1.36
H 0.49 -2.51 -2.65
*
```



Here is C17H16Cl2Fe as an isolated structure at a distorted geometry from the OMol25 dataset. Energies are from ωB97M-V/def2-TZVPD.

Calculated values
Kohn-Sham gap (alpha / beta): 4.79 / 5.21 eV
<S²>: 6.02
HOMO energy (alpha / beta): 0.44 / 0.02 eV

```
! wB97M-V def2-TZVPD RIJCOSX def2/J DEFGRID3
* xyz -2 5
C -2.20 -0.96 -0.07
C -1.60 -1.12 -1.36
C -1.38 0.17 -1.91
H -1.37 -2.08 -1.82
C -1.76 1.15 -0.95
C -2.33 0.48 0.19
H -2.85 0.93 1.03
H -2.58 -1.74 0.59
H -1.06 0.37 -2.94
H -1.74 2.24 -1.09
Fe -0.29 -0.13 0.56
Cl 0.06 -2.09 1.42
C 2.33 0.11 0.26
C 1.93 1.34 -0.35
C 1.50 1.06 -1.69
H 2.06 2.34 0.10
C 1.61 -0.33 -1.90
C 2.14 -0.93 -0.70
H 2.36 -1.99 -0.55
H 2.75 0.00 1.27
H 1.20 1.81 -2.42
H 1.41 -0.88 -2.82
Cl 2.24 3.35 2.53
C 1.80 2.00 3.49
C 2.54 1.70 4.62
C 2.22 0.58 5.42
C 1.16 -0.23 5.08
C 0.40 0.06 3.97
C 0.71 1.15 3.11
C -0.15 1.41 1.97
H 3.40 2.33 4.87
H 2.79 0.40 6.30
H 0.91 -1.09 5.68
H -0.42 -0.60 3.67
H -1.22 1.39 2.27
H 0.08 2.33 1.42
*
```



Here is a 2-piece molecular cluster, C12H12 overall at a distorted geometry from the OMol25 dataset. Energies are from ωB97M-V/def2-TZVPD.

Calculated values
Kohn-Sham gap: 7.60 eV
SMILES string: c1ccccc1.c1ccccc1
HOMO energy: -7.02 eV

```
! wB97M-V def2-TZVPD RIJCOSX def2/J DEFGRID3
* xyz 0 1
C 0.63 0.54 1.25
C 0.89 -0.81 1.28
C 1.79 -1.35 0.32
C 2.39 -0.50 -0.66
C 2.08 0.86 -0.65
C 1.26 1.38 0.31
H -0.08 0.98 1.98
H 0.46 -1.53 1.98
H 2.07 -2.42 0.38
H 3.15 -0.88 -1.33
H 2.53 1.57 -1.38
H 1.16 2.49 0.36
C -1.61 -1.48 -0.34
C -2.68 -0.67 -0.06
C -2.52 0.72 0.10
C -1.41 1.40 -0.16
C -0.42 0.62 -0.64
C -0.47 -0.77 -0.68
H -1.69 -2.49 -0.61
H -3.89 -0.92 -0.14
H -3.27 1.20 0.69
H -1.03 2.51 0.02
H 0.57 1.03 -1.21
H 0.46 -1.16 -1.18
*
```



DFT total energy / hartree: -309.71004, -1440.35262, -2841.41630, -464.20554